No. 1
60
Properties=species:S:1:pos:R:3 method="wB97M-V/def2-TZVPD" lumo_ev=-3.848 homo_lumo_gap_ev=8.323 charge=+1 multiplicity=1
Al 0.29 -0.72 0.03
C 3.38 -0.97 0.27
O 2.12 -0.31 0.07
Si 1.94 1.41 -0.31
C 3.04 2.24 0.94
C 2.70 1.58 -2.00
C 0.11 1.27 -0.13
Si -0.81 1.99 -1.62
C -0.37 0.99 -3.16
C -2.67 1.99 -1.51
C -0.31 3.79 -1.82
Si -0.48 1.72 1.61
C 0.13 3.38 2.22
C 0.21 0.35 2.75
C -2.34 1.79 1.85
H 3.91 -0.48 1.08
H 3.96 -0.91 -0.66
H 3.20 -2.01 0.52
H 4.07 1.98 0.72
H 2.82 1.94 1.96
H 2.96 3.33 0.88
H 3.79 1.63 -1.90
H 2.38 2.48 -2.53
H 2.45 0.73 -2.63
H -0.09 -0.05 -2.93
H 0.46 1.42 -3.72
H -1.22 0.93 -3.83
H -3.11 1.00 -1.39
H -3.05 2.39 -2.45
H -3.06 2.63 -0.71
H 0.76 3.94 -1.89
H -0.66 4.36 -0.95
H -0.77 4.23 -2.70
H 1.19 3.42 2.44
H -0.41 3.64 3.14
H -0.10 4.16 1.49
H 1.26 0.51 2.99
H 0.15 -0.69 2.37
H -0.35 0.33 3.69
H -2.74 2.73 1.48
H -2.54 1.77 2.93
H -2.89 0.98 1.38
C -2.69 -5.11 0.63
N -2.48 -3.78 0.08
C -2.20 -2.71 0.79
N -2.07 -2.80 2.11
S -2.03 -1.16 0.02
H -2.83 -5.80 -0.19
H -3.57 -5.13 1.27
H -1.81 -5.43 1.20
H -2.53 -3.64 -0.91
H -2.21 -3.67 2.61
H -1.92 -1.96 2.64
F 1.44 -4.75 -2.55
Te 1.00 -3.67 -1.14
F 0.21 -5.10 -0.29
F 2.63 -4.12 -0.41
F -0.60 -3.33 -2.01
F 1.72 -2.24 -2.10
O 0.63 -2.51 0.25

=====

No. 2
63
Properties=species:S:1:pos:R:3 method="wB97M-V/def2-TZVPD" lumo_ev=-0.148 homo_lumo_gap_ev=9.002 de_lowest_kj_mol=435.20 multiplicity=1
C 2.13 2.88 -0.95
C 2.61 1.94 0.08
C 3.33 0.86 -0.21
C 3.88 -0.09 0.83
C 2.21 2.09 1.55
H 1.21 3.26 -0.68
H 2.07 2.48 -1.97
H 2.85 3.71 -0.97
H 3.62 0.61 -1.19
H 4.73 0.48 1.24
H 3.26 -0.41 1.62
H 4.21 -1.06 0.27
H 1.96 2.99 2.11
H 2.95 1.96 2.30
H 1.31 1.44 1.78
H -1.21 1.28 0.17
H -0.20 1.23 -1.10
O -0.83 0.70 -0.54
H -1.01 -1.63 -3.87
H -1.56 -2.39 -2.65
O -1.53 -1.55 -3.11
H 0.00 -1.08 -2.24
H 1.39 -1.63 -2.89
O 0.99 -1.13 -2.17
H 2.32 0.26 4.20
H 0.83 -0.03 3.71
O 1.38 0.55 4.19
H -1.48 -0.90 3.79
H -2.55 0.14 3.33
O -2.43 -0.80 3.52
H -2.67 -0.08 -0.36
H -3.55 -1.26 -0.25
O -3.58 -0.33 -0.60
H -0.61 1.54 3.29
H -0.54 3.12 3.17
O -1.15 2.33 3.12
H 0.03 -1.59 1.89
H 0.13 -2.41 3.22
O 0.04 -1.53 2.93
H -2.30 3.07 0.81
H -3.57 3.19 0.00
O -2.80 3.72 0.30
H -4.04 -0.22 -2.26
H -3.11 -0.62 -3.19
O -3.71 0.12 -3.13
H -1.63 -4.15 -1.32
H -2.74 -3.62 -0.43
O -1.96 -3.33 -0.91
H -3.18 -1.54 2.18
H -1.93 -2.47 1.79
O -2.78 -2.20 1.49
H 1.47 -4.21 -1.05
H 0.35 -3.93 -0.23
O 0.75 -4.74 -0.63
H -0.91 1.69 -2.83
H -0.51 2.99 -3.57
O -0.21 2.32 -2.93
H 1.99 1.15 -3.72
H 2.92 0.41 -3.01
O 2.48 0.34 -3.86
H -0.30 -0.79 0.14
H 0.97 -1.62 -0.44
O 0.24 -1.56 0.23

=====

No. 3
20
Properties=species:S:1:pos:R:3 method="wB97M-V/def2-TZVPD" lumo_ev=-4.414 homo_lumo_gap_ev=8.533 de_lowest_kj_mol=403.12 charge=+1 multiplicity=1
C 2.50 0.53 0.72
C 0.30 -2.37 -0.29
C -1.19 0.33 0.01
C -2.48 -0.51 0.10
C -1.37 1.82 -0.03
N 0.51 -1.33 0.40
N -0.02 -0.12 0.12
N 3.06 0.53 -0.41
H 2.20 1.47 1.25
H 2.28 -0.40 1.12
H 0.94 -3.29 -0.11
H -0.51 -2.40 -1.06
H -3.34 -0.08 0.60
H -2.20 -1.43 0.61
H -2.76 -0.47 -0.97
H -0.44 2.38 -0.48
H -1.75 2.12 0.90
H -2.15 2.00 -0.66
H 3.12 1.47 -0.80
H 3.30 -0.22 -1.03

=====

No. 4
15
Properties=species:S:1:pos:R:3 method="wB97M-V/def2-TZVPD" lumo_ev=0.733 smiles="N#C/C=C/CCN" homo_lumo_gap_ev=9.285 de_lowest_kj_mol=238.28 multiplicity=1
N 0.26 -0.14 -1.36
C -1.24 0.31 0.26
C -2.41 -0.38 -0.17
N -3.38 -0.93 -0.49
C -0.38 -0.19 1.16
C 0.97 0.40 1.13
C 1.39 0.05 -0.40
H -0.12 0.50 -2.04
H -0.10 -1.07 -1.49
H -1.14 1.33 -0.11
H -0.46 -1.25 1.43
H 0.99 1.49 1.33
H 1.65 -0.05 1.88
H 1.94 -0.89 -0.33
H 2.03 0.83 -0.80

=====

No. 5
17
Properties=species:S:1:pos:R:3 method="wB97M-V/def2-TZVPD" lumo_ev=-4.686 homo_lumo_gap_ev=9.108 de_lowest_kj_mol=377.17 charge=+1 multiplicity=1
C 0.44 1.01 -0.93
C -0.41 0.10 -1.39
C -0.13 -0.38 0.48
C -1.02 -0.74 -2.36
C -0.58 -1.23 1.47
C 1.36 1.37 1.44
N 0.65 0.65 0.45
H 1.19 1.65 -1.49
H -2.20 -0.56 -2.22
H -0.82 -1.79 -2.43
H -0.75 -0.27 -3.43
H -0.01 -1.15 2.40
H -0.40 -2.18 1.05
H -1.57 -1.27 1.71
H 0.59 2.12 2.05
H 2.10 1.95 1.02
H 1.55 0.71 2.19

=====

No. 6
87
Properties=species:S:1:pos:R:3 method="wB97M-V/def2-TZVPD" lumo_ev="-2.156 / -2.156" homo_lumo_gap_ev="9.014 / 9.014" charge=+1 multiplicity=1
Ni 0.13 0.65 -0.17
C -1.27 -4.20 2.24
C -1.13 -2.72 2.41
C -1.39 -1.97 3.53
C -1.10 -0.65 3.17
N -0.68 -0.59 1.89
N -0.71 -1.88 1.45
B -0.31 -2.29 0.04
N -1.21 -1.64 -1.03
N -1.06 -0.34 -1.41
C -1.84 -0.16 -2.49
C -2.51 -1.35 -2.78
C -2.08 -2.26 -1.84
C -2.47 -3.69 -1.69
C -1.98 1.10 -3.33
C -3.35 1.74 -3.05
C -0.86 2.12 -3.10
C -1.97 0.69 -4.81
N 1.16 -1.95 -0.27
N 1.56 -0.68 -0.57
C 2.83 -0.76 -0.99
C 3.25 -2.09 -0.93
C 2.17 -2.81 -0.48
C 2.06 -4.27 -0.24
C 3.72 0.37 -1.50
C 4.46 -0.14 -2.75
C 4.78 0.69 -0.44
C 2.94 1.64 -1.88
C -1.26 0.47 4.17
C -0.35 0.19 5.38
C -2.72 0.51 4.64
C -0.91 1.84 3.63
H -1.62 -4.63 3.18
H -0.32 -4.67 1.99
H -1.98 -4.45 1.46
H -1.73 -2.33 4.48
H -0.43 -3.46 -0.05
H -3.20 -1.54 -3.57
H -3.24 -3.94 -2.42
H -2.86 -3.90 -0.69
H -1.62 -4.35 -1.86
H -3.47 2.05 -2.00
H -4.16 1.05 -3.27
H -3.48 2.63 -3.66
H -1.24 3.04 -2.66
H -0.39 2.40 -4.04
H -0.07 1.73 -2.46
H -2.78 0.01 -5.06
H -1.03 0.20 -5.07
H -2.07 1.58 -5.43
H 4.21 -2.49 -1.20
H 3.03 -4.74 -0.41
H 1.33 -4.73 -0.91
H 1.75 -4.49 0.78
H 5.08 -1.00 -2.54
H 5.10 0.66 -3.13
H 3.75 -0.41 -3.54
H 5.39 -0.18 -0.21
H 4.35 1.04 0.51
H 5.44 1.48 -0.80
H 1.86 1.49 -1.85
H 3.19 1.96 -2.89
H 3.19 2.47 -1.22
H -0.61 -0.75 5.86
H -0.46 0.98 6.12
H 0.69 0.14 5.08
H -3.01 -0.43 5.11
H -3.40 0.68 3.80
H -2.87 1.31 5.37
H 0.14 1.89 3.32
H -1.05 2.59 4.40
H -1.55 2.12 2.80
N 1.41 1.66 0.93
C 1.46 3.14 0.87
C 0.12 3.81 1.12
C -0.94 3.44 0.10
N -1.27 2.00 0.07
H 1.20 1.34 1.88
H 2.33 1.28 0.72
H 1.80 3.40 -0.13
H 2.20 3.51 1.57
H 0.28 4.89 1.04
H -0.23 3.65 2.13
H -0.57 3.70 -0.90
H -1.85 4.03 0.27
H -1.96 1.83 -0.66
H -1.73 1.72 0.94

=====

No. 7
15
Properties=species:S:1:pos:R:3 method="wB97M-V/def2-TZVPD" s_squared=2.006 lumo_ev="-2.982 / -7.371" homo_lumo_gap_ev="9.543 / 7.332" de_lowest_kj_mol=0.00 charge=+1 multiplicity=3
C -0.84 0.08 -0.44
C 0.49 -0.09 -1.19
C -0.78 0.66 0.89
O 1.30 1.06 -1.16
O 0.14 1.88 1.05
P 1.45 1.92 0.11
S 3.53 0.92 1.70
Cl 1.78 3.80 -0.27
H -1.47 0.52 -1.13
H -1.27 -0.98 -0.26
H 1.13 -0.82 -0.57
H 0.45 -0.46 -2.17
H -1.63 1.01 1.38
H -0.28 0.10 1.61
H 4.20 1.76 0.84

=====

No. 8
14
Properties=species:S:1:pos:R:3 method="wB97M-V/def2-TZVPD" lumo_ev=1.223 smiles="C1=C[C@H]2C[C@H]2C1" homo_lumo_gap_ev=10.348 de_lowest_kj_mol=141.44 multiplicity=1
C -1.63 0.28 0.13
C -0.36 0.72 -0.59
C 1.13 0.77 -0.26
C 1.30 -0.26 0.82
C 0.31 -1.14 0.73
C -0.65 -0.74 -0.36
H -1.83 0.31 1.20
H -2.52 0.49 -0.47
H -0.61 1.11 -1.57
H 1.65 1.73 -0.16
H 1.52 0.29 -1.18
H 2.16 -0.31 1.49
H 0.15 -2.02 1.36
H -0.61 -1.33 -1.27

=====

No. 9
19
Properties=species:S:1:pos:R:3 method="wB97M-V/def2-TZVPD" lumo_ev=1.110 smiles="C=N[C@@](C)(N)CC" homo_lumo_gap_ev=10.433 de_lowest_kj_mol=97.78 multiplicity=1
C 0.13 -0.29 -0.24
C -0.08 1.20 -0.53
C 1.37 -0.78 -1.00
C -1.01 1.91 0.54
N -1.03 -1.08 -0.63
C 0.49 -1.54 1.73
N 0.36 -0.39 1.21
H -1.22 -0.96 -1.62
H -1.85 -0.73 -0.14
H 0.87 1.74 -0.51
H -0.52 1.36 -1.53
H 1.50 -1.86 -0.92
H 2.28 -0.30 -0.62
H 1.29 -0.54 -2.07
H 0.49 -2.48 1.16
H 0.64 -1.63 2.82
H -0.67 1.88 1.58
H -1.02 2.98 0.30
H -2.03 1.52 0.47

=====

No. 10
94
Properties=species:S:1:pos:R:3 method="wB97M-V/def2-TZVPD" lumo_ev=-0.106 smiles="C[C@H]1COC(=O)O1.C[C@H]1COC(=O)O1.C[C@H]1COC(=O)O1.C[C@H]1COC(=O)O1.C[C@H]1COC(=O)O1.C[C@H]1COC(=O)O1.ClCCCl.ClCCCl" homo_lumo_gap_ev=10.437 de_lowest_kj_mol=0.00 multiplicity=1
C 28.62 -6.39 1.01
C 27.89 -6.04 -0.25
C 28.42 -6.64 -1.53
O 27.23 -6.96 -2.23
C 26.14 -6.81 -1.45
O 25.02 -6.91 -1.79
O 26.54 -6.47 -0.20
H 29.53 -5.80 1.08
H 28.91 -7.44 1.10
H 27.98 -6.08 1.83
H 27.91 -4.94 -0.30
H 28.99 -7.55 -1.31
H 29.07 -5.97 -2.09
C 33.81 -5.90 2.30
C 33.62 -6.27 3.78
C 34.85 -5.98 4.66
O 34.54 -4.80 5.39
C 33.26 -4.47 5.16
O 32.73 -3.53 5.67
O 32.67 -5.27 4.27
H 34.23 -6.74 1.75
H 34.46 -5.03 2.18
H 32.83 -5.74 1.85
H 33.14 -7.23 3.94
H 35.79 -5.88 4.12
H 34.93 -6.80 5.38
C 30.05 0.40 -0.84
C 30.10 0.64 0.66
C 29.46 -0.43 1.51
O 30.44 -0.64 2.54
C 31.62 -0.14 2.17
O 32.65 -0.43 2.69
O 31.49 0.62 1.06
H 30.66 -0.42 -1.20
H 30.40 1.38 -1.18
H 29.04 0.38 -1.25
H 29.70 1.60 0.97
H 29.32 -1.41 1.06
H 28.54 -0.12 2.00
C 37.60 -3.92 -6.58
C 36.35 -3.18 -6.14
C 36.28 -2.99 -4.62
O 35.72 -1.67 -4.50
C 36.05 -0.97 -5.61
O 35.88 0.20 -5.75
O 36.56 -1.80 -6.52
H 38.48 -3.34 -6.33
H 37.47 -4.13 -7.65
H 37.67 -4.87 -6.05
H 35.38 -3.51 -6.50
H 37.17 -3.06 -3.99
H 35.57 -3.70 -4.20
C 39.06 -6.08 3.81
C 38.86 -4.77 3.03
C 39.89 -4.55 1.90
O 39.08 -4.32 0.77
C 37.77 -4.44 1.06
O 36.90 -4.39 0.26
O 37.62 -4.81 2.35
H 39.10 -6.89 3.08
H 38.23 -6.23 4.51
H 39.96 -6.05 4.42
H 39.01 -3.99 3.78
H 40.49 -5.45 1.72
H 40.57 -3.72 2.08
C 34.16 -2.21 0.29
C 33.24 -1.78 -0.85
C 33.44 -2.44 -2.22
O 32.19 -3.10 -2.49
C 31.40 -3.05 -1.41
O 30.36 -3.63 -1.28
O 31.96 -2.33 -0.44
H 34.31 -3.30 0.31
H 33.72 -2.13 1.29
H 35.13 -1.72 0.25
H 33.10 -0.70 -0.93
H 34.31 -3.11 -2.16
H 33.57 -1.71 -3.01
Cl 31.41 2.91 -4.38
C 32.21 1.52 -3.61
C 33.72 1.73 -3.51
Cl 34.08 3.00 -2.30
H 32.08 0.67 -4.28
H 31.68 1.22 -2.71
H 34.26 1.95 -4.43
H 34.13 0.80 -3.12
Cl 34.85 -9.00 -4.09
C 35.79 -8.41 -2.70
C 35.00 -7.38 -1.96
Cl 34.87 -5.82 -2.91
H 36.73 -8.02 -3.07
H 35.84 -9.27 -2.04
H 35.45 -7.17 -0.98
H 33.96 -7.59 -1.71

=====

No. 11
77
Properties=species:S:1:pos:R:3 method="wB97M-V/def2-TZVPD" lumo_ev=-3.737 homo_lumo_gap_ev=7.510 charge=+1 multiplicity=1
Cu 8.85 9.73 14.29
C 7.88 13.70 14.15
O 7.63 12.55 14.93
C 8.00 12.69 16.26
O 8.30 13.76 16.75
C 7.93 11.35 17.00
C 8.43 11.33 18.23
As 8.88 9.66 19.40
C 8.15 10.12 21.16
C 7.23 8.94 18.53
C 7.48 8.73 17.24
As 7.04 9.95 15.88
C 5.16 10.31 15.82
C 8.71 8.01 16.89
O 9.34 8.24 15.89
O 9.03 7.11 17.81
C 10.27 6.28 17.62
C 5.92 9.49 19.04
O 5.78 10.64 19.30
O 4.86 8.65 19.12
C 5.01 7.19 19.11
C 9.29 12.58 18.71
O 10.41 12.68 18.33
O 8.79 13.45 19.53
C 7.38 13.50 19.79
H 7.52 13.42 13.13
H 8.95 13.95 14.06
H 7.29 14.52 14.51
H 8.57 11.06 21.44
H 8.63 9.31 21.76
H 7.06 10.16 21.12
H 4.71 10.41 16.84
H 4.66 9.49 15.33
H 5.05 11.24 15.33
H 10.09 5.34 18.19
H 11.12 6.85 18.04
H 10.42 6.16 16.54
H 3.97 6.85 18.94
H 5.25 6.84 20.14
H 5.72 6.85 18.35
H 7.15 12.78 20.60
H 6.80 13.37 18.94
H 7.07 14.51 20.12
C 10.69 11.45 8.72
C 9.70 11.81 9.60
C 9.79 11.45 10.95
C 10.79 10.58 11.34
C 11.73 10.11 10.43
C 11.67 10.54 9.13
As 10.85 10.15 13.20
C 11.69 11.66 13.96
C 12.81 12.14 13.26
C 13.70 12.99 13.85
C 13.45 13.38 15.16
C 12.30 13.00 15.82
C 11.37 12.13 15.22
C 12.17 8.77 13.46
C 13.17 8.98 14.43
C 13.95 7.87 14.86
C 13.73 6.63 14.33
C 12.74 6.43 13.39
C 11.96 7.48 12.97
H 10.63 11.80 7.67
H 8.85 12.36 9.16
H 8.95 11.65 11.66
H 12.51 9.40 10.73
H 12.35 10.13 8.42
H 12.91 11.82 12.26
H 14.60 13.27 13.29
H 14.23 13.94 15.73
H 12.08 13.33 16.85
H 10.60 11.68 15.89
H 13.41 9.90 14.90
H 14.58 8.02 15.71
H 14.38 5.79 14.58
H 12.58 5.46 13.01
H 11.21 7.23 12.24